C36H32FP2Pr | the ωB97M-V functional and the def2-TZVPD basis

Each line ends with the Mulliken spin population.
Atoms and positions in Å:
C  -0.1797  2.2252  0.2940  0.000
C  -0.6326  1.2304  1.1781  -0.004
C  -0.1030  1.1891  2.4776  0.000
C  0.8539  2.1152  2.8851  0.000
C  1.2812  3.1109  2.0026  -0.001
C  0.7871  3.1473  0.6937  0.000
P  -1.7429  -0.0919  0.5631  0.006
C  -2.5982  -0.5888  2.1163  -0.010
C  -2.3335  -1.8456  2.6955  0.003
C  -2.9458  -2.1934  3.9050  0.002
C  -3.7880  -1.2809  4.5574  0.000
C  -4.0473  -0.0328  3.9773  0.000
C  -3.4717  0.3079  2.7508  0.000
Pr  -0.8872  -2.6902  -0.5711  2.028
P  1.1094  -1.0297  -0.9025  -0.010
C  2.1731  -0.7321  0.5244  -0.003
C  3.0876  0.3289  0.4936  0.000
C  3.9028  0.5640  1.5999  0.000
C  3.7968  -0.2349  2.7443  -0.001
C  2.8642  -1.2779  2.7859  0.001
C  2.0659  -1.5378  1.6754  0.004
C  1.6494  -2.6768  -1.5849  0.006
C  0.8825  -3.3175  -2.6099  0.001
C  1.3194  -4.5549  -3.1197  -0.001
C  2.4980  -5.1311  -2.6496  -0.001
C  3.2411  -4.5034  -1.6385  -0.001
C  2.8299  -3.2807  -1.1170  -0.001
C  1.2835  0.1244  -2.2567  -0.003
C  0.1539  0.7143  -2.8535  0.000
C  0.3185  1.6133  -3.9055  0.000
C  1.6035  1.8709  -4.4130  0.000
C  2.7134  1.2076  -3.8725  0.000
C  2.5585  0.3276  -2.8024  0.000
C  -3.0171  0.8878  -0.3307  -0.005
C  -3.2571  2.2557  -0.0822  -0.001
C  -4.2288  2.9430  -0.8194  0.000
C  -4.9824  2.2832  -1.7932  0.000
C  -4.7613  0.9192  -2.0344  0.001
C  -3.7898  0.2366  -1.3047  -0.001
H  0.0043  -2.8173  -3.0659  -0.003
H  0.7293  -5.0461  -3.9030  0.000
H  2.8581  -6.0708  -3.0837  0.000
H  4.1565  -4.9727  -1.2772  0.000
H  3.4108  -2.7900  -0.3294  0.000
H  3.1671  0.9664  -0.3858  0.000
H  4.6103  1.3933  1.5829  0.000
H  4.4132  -0.0313  3.6192  0.000
H  2.7482  -1.8869  3.6848  0.000
H  1.3648  -2.3783  1.7098  -0.002
H  -0.8481  0.4613  -2.4948  0.000
H  -0.5518  2.1151  -4.3309  0.000
H  1.7232  2.5654  -5.2430  0.000
H  3.7061  1.3866  -4.2892  0.000
H  3.4238  -0.1954  -2.3934  0.000
H  -2.6933  2.8086  0.6682  0.000
H  -4.3927  4.0069  -0.6396  0.000
H  -5.7394  2.8120  -2.3754  0.000
H  -5.3373  0.3829  -2.7888  0.000
H  -3.5993  -0.8189  -1.5132  0.000
H  -1.6314  -2.5510  2.2174  0.000
H  -2.7471  -3.1779  4.3308  0.000
H  -4.2389  -1.5605  5.5122  0.000
H  -4.7025  0.6729  4.4895  0.000
H  -3.7019  1.2746  2.2953  0.000
H  -0.4416  0.4356  3.1867  0.000
H  1.2867  2.0494  3.8855  0.000
H  2.0458  3.8187  2.3068  0.000
H  1.1659  3.8898  -0.0113  0.000
H  -0.5853  2.2995  -0.7141  0.000
H  3.3324  5.2218  1.4657  0.000
H  3.0222  5.4324  0.8251  0.000
F  -2.1652  -2.2984  -2.2003  -0.008

Calculated values
- HOMO-LUMO gap (alpha / beta) (eV) = 7.12 / 7.44
- multiplicity = 3
- ⟨S²⟩ = 2.00
- energy above the lowest of the compared OMol25 structures with the same formula, charge and spin (kJ/mol) = 0.0
- E_HOMO (alpha / beta) (eV) = -13.923 / -13.912
- net charge = +2